No. 1
Below is 2 unconnected molecules or ions with the total composition C7H14IP at a distorted geometry, with properties calculated with the ωB97M-V functional and the def2-TZVPD basis.

```
23
Properties=species:S:1:pos:R:3
C 0.9780 2.8430 0.3120
C 0.3907 3.5679 -0.5605
C -1.1997 0.4616 -1.3294
C -0.2358 -1.8529 -1.0185
C -0.9275 -0.4699 0.9948
C 2.1160 -0.1357 1.2501
C -0.3132 -0.3988 -0.4536
P 1.4072 0.3700 -0.3622
I -0.0698 5.7591 -0.4091
H 1.3888 2.8827 1.3572
H 0.0813 3.3355 -1.5932
H -0.4401 0.7966 -2.2566
H -2.2075 0.0045 -1.5028
H -1.4775 1.3712 -0.8857
H -1.0922 -2.3884 -0.4956
H 0.7253 -2.4106 -0.7711
H -0.3083 -1.7160 -2.1876
H -2.0334 -0.5265 0.9372
H -0.2793 -1.3069 1.4190
H -0.6599 0.5665 1.4549
H 1.4883 0.0672 2.1695
H 3.0553 0.6144 1.3300
H 2.6884 -1.0988 1.1309
```

Energy relative to the best compared isomer or geometry (same formula, charge and spin) in kcal per mole: 43.6
Charge: 0
Energy in eV: -24870.87753
Highest occupied orbital energy in eV: -8.30
LUMO energy in eV: -0.6
Max |F| in eV/A: 4.30
HOMO-LUMO gap in Eh: 0.2823

---

No. 2
Below is 2 unconnected molecules or ions with the total composition C4H8N2O at a distorted geometry, with properties calculated with the ωB97M-V functional and the def2-TZVPD basis.

```
15
Properties=species:S:1:pos:R:3
C 0.3074 0.5578 0.1893
C 0.0420 -0.9091 -0.1779
C -0.5730 1.8007 0.2915
C -1.3831 -1.4518 -0.1413
N 3.6254 -0.4376 0.0356
N 0.4719 -0.4900 1.0882
O 3.1249 0.3044 -0.6887
H 1.2836 0.7657 -0.4118
H 0.6332 -1.5504 -0.7640
H -0.1551 2.4094 -0.4996
H -0.2924 2.1353 1.2306
H -1.5818 1.4607 0.2679
H -1.8019 -1.5886 0.8253
H -1.5922 -2.4297 -0.7126
H -2.1091 -0.5768 -0.5324
```

Energy relative to the best compared isomer or geometry (same formula, charge and spin) in kcal per mole: 202.6
Charge: 0
Energy in eV: -9297.60562
Highest occupied orbital energy (spin up / spin down) in eV: -7.20 / -7.19
LUMO energy (spin up / spin down) in eV: -2.0 / -2.0
Max |F| in eV/A: 3.35
HOMO-LUMO gap (spin up / spin down) in Eh: 0.1926 / 0.1916

---

No. 3
Below is a single C2H5O2P molecule at a distorted geometry, with properties calculated with the ωB97M-V functional and the def2-TZVPD basis.

```
10
Properties=species:S:1:pos:R:3
O 1.6088 -0.7653 0.0304
C 0.2381 -0.3689 0.1518
C 0.1139 1.1833 -0.1063
O -0.9761 1.4793 0.7786
P -1.1835 0.1551 1.7439
H 1.7303 -1.5538 0.5264
H -0.2962 -1.0466 -0.4359
H 1.0258 1.5414 0.1799
H -0.2065 1.6106 -1.2047
H -2.2580 -0.6320 0.9629
```

Energy relative to the best compared isomer or geometry (same formula, charge and spin) in kcal per mole: 60.3
Charge: 0
Energy in eV: -15536.04192
Highest occupied orbital energy in eV: -8.90
LUMO energy in eV: 0.2
Max |F| in eV/A: 5.20
HOMO-LUMO gap in Eh: 0.3363
SMILES string: O[C@@H]1COP1

---

No. 4
Below is a molecular structure, C37H50Ge2N5O2Sr at a distorted geometry, with properties calculated with the ωB97M-V functional and the def2-TZVPD basis.

```
97
Properties=species:S:1:pos:R:3
Sr -0.5178 -1.6426 0.0993
C -1.4642 -3.7427 0.6818
C -1.4016 -3.4094 -0.7770
C -2.4417 -2.4338 -1.1412
C -3.7325 -2.9600 -1.3154
C -4.7620 -2.0927 -1.5974
C -4.4614 -0.7426 -1.7889
C -3.1528 -0.3325 -1.6723
N -2.1552 -1.1659 -1.3390
N -1.4616 -2.6728 1.6429
C -1.2590 -3.2534 2.9690
C 0.1194 -3.8313 3.1548
C 0.3316 -4.8938 4.0240
C 1.6207 -5.3799 4.1678
C 2.6465 -4.8049 3.4333
C 2.3396 -3.7493 2.5912
N 1.1040 -3.2686 2.4611
C -2.7695 -2.0526 1.5831
C -2.8898 -0.6927 2.2004
C -3.7919 -0.4104 3.2145
C -3.8940 0.9030 3.6494
C -3.1006 1.8754 3.0605
C -2.2158 1.4978 2.0636
N -2.1135 0.2381 1.6471
H -0.6706 -4.4579 0.9124
H -2.3926 -4.3247 0.8171
H -1.5832 -4.3398 -1.3168
H -0.4288 -3.1104 -1.0847
H -3.8832 -4.0158 -1.1309
H -5.7805 -2.4485 -1.6746
H -5.2395 -0.0307 -2.0226
H -2.8492 0.6970 -1.8130
H -2.0118 -4.0350 3.1490
H -1.4204 -2.4699 3.7141
H -0.4899 -5.3260 4.5809
H 1.8184 -6.2002 4.8445
H 3.6612 -5.1675 3.5125
H 3.0840 -3.2474 1.9832
H -3.5204 -2.7265 2.0335
H -3.1479 -1.9744 0.5710
H -4.3992 -1.1982 3.6405
H -4.5893 1.1620 4.4365
H -3.1717 2.9084 3.3689
H -1.5615 2.1944 1.5518
C 1.0427 1.7250 3.5368
C 1.1956 0.3368 2.9102
Ge 1.6624 0.2002 0.9136
C 3.6956 0.0943 1.1338
C 4.3042 1.3722 1.7203
C 1.4370 2.1058 0.3642
C 1.0862 2.5294 -0.8538
Ge 1.0418 1.4120 -2.5249
C 2.7575 1.6258 -3.5302
C 3.2773 3.0630 -3.6030
C -0.4738 1.7865 -3.7796
C -0.2978 3.0062 -4.6857
C 0.8579 3.9665 -1.1479
C -0.3788 4.3975 -1.6287
C -0.6129 5.7396 -1.8863
C 0.3910 6.6727 -1.6745
C 1.6136 6.2608 -1.1624
C 1.8438 4.9208 -0.8947
H 0.7482 1.6468 4.5871
H 0.2762 2.3014 3.0172
H 1.9794 2.2791 3.4926
H 0.2469 -0.2076 3.0023
H 1.9513 -0.2301 3.4609
H 4.1445 -0.1336 0.1742
H 3.8740 -0.7523 1.8066
H 4.0939 2.2154 1.0607
H 5.3856 1.2695 1.8315
H 3.8741 1.5821 2.7002
H 1.4970 2.8812 1.1316
H 2.5731 1.2379 -4.5365
H 3.4930 0.9870 -3.0486
H 2.5342 3.7451 -4.0189
H 4.1685 3.1030 -4.2301
H 3.5434 3.4215 -2.6099
H -1.3978 1.8632 -3.1995
H -0.5501 0.8818 -4.3865
H -0.2436 3.9257 -4.1049
H -1.1330 3.0896 -5.3824
H 0.6200 2.9230 -5.2691
H -1.1648 3.6637 -1.7694
H -1.5789 6.0600 -2.2563
H 0.2250 7.7150 -1.9122
H 2.3905 6.9898 -0.9719
H 2.7930 4.5967 -0.4867
N -0.0974 -2.9907 -2.6586
C 1.3494 -2.7632 -2.7295
C 1.6939 -1.3237 -2.3859
O 2.8046 -1.0211 -2.0239
O 0.7051 -0.4794 -2.5832
H -0.3230 -3.9055 -3.0301
H -0.5610 -2.2993 -3.2375
H 1.7800 -2.9579 -3.7187
H 1.8602 -3.4004 -2.0080
```

Energy relative to the best compared isomer or geometry (same formula, charge and spin) in kcal per mole: 191.3
Charge: +1
Energy in eV: -164584.01719
Highest occupied orbital energy in eV: -8.41
LUMO energy in eV: -2.9
Max |F| in eV/A: 12.54
HOMO-LUMO gap in Eh: 0.2029